{
  "formula": "C18H18F7O18",
  "method": "wB97M-V/def2-TZVPD",
  "e_tot_ha": -2750.0697,
  "de_lowest_kj_mol": 125.2,
  "multiplicity": 1,
  "gap_ev": 10.28,
  "lumo_ev": 2.030,
  "charge": -1,
  "homo_energy_ev": -8.25,
  "species": ["F", "C", "C", "O", "C", "O", "O", "F", "H", "H", "H", "C", "C", "O", "C", "O", "O", "F", "H", "H", "H", "C", "C", "O", "C", "O", "O", "F", "H", "H", "H", "C", "C", "O", "C", "O", "O", "F", "H", "H", "H", "C", "C", "O", "C", "O", "O", "F", "H", "H", "H", "C", "C", "O", "C", "O", "O", "F", "H", "H", "H"],
  "xyz": [[0.2318, 0.1777, 0.0592], [-2.3335, 0.9203, -2.2861], [-2.7561, 0.9528, -0.8217], [-4.1338, 0.6761, -0.9356], [-4.5476, 0.8219, -2.1374], [-5.6565, 0.7485, -2.5502], [-3.5466, 1.0391, -3.0635], [-2.6115, 2.1099, -0.2298], [-1.9888, 0.0044, -2.7283], [-1.4588, 1.5615, -2.7248], [-2.1440, 0.1584, -0.4090], [1.9931, -1.1947, -2.3497], [2.8588, -0.0327, -1.9557], [2.5890, 1.0115, -2.7749], [1.8298, 0.5323, -3.7232], [1.3893, 1.1466, -4.7668], [1.5148, -0.7392, -3.6700], [4.1690, -0.3419, -2.1388], [1.1663, -1.2708, -1.7336], [2.6037, -2.1483, -2.4537], [2.5056, 0.2126, -0.9092], [2.2630, -2.8445, 2.0426], [2.6794, -1.3807, 1.7023], [3.7239, -1.5824, 0.7784], [3.8435, -2.8765, 0.4067], [4.7444, -3.2543, -0.3785], [2.9531, -3.6098, 1.0132], [3.1744, -0.8056, 2.8856], [1.2937, -3.1073, 1.9476], [2.7842, -2.9450, 2.9826], [2.1330, -0.6672, 1.4193], [-1.0322, 1.9474, 2.6240], [-1.0734, 0.4164, 3.0806], [-2.4974, 0.1670, 3.0377], [-3.1214, 1.2058, 2.9312], [-4.3264, 1.3312, 3.0325], [-2.3806, 2.3253, 2.7581], [-0.7147, 0.3307, 4.3959], [-1.0363, 2.0057, 1.5136], [-0.5529, 2.5148, 3.4296], [-0.7450, -0.3012, 2.2398], [-1.1339, -3.2127, 0.4023], [-2.2376, -2.8041, -0.5841], [-3.3252, -2.5540, 0.3317], [-2.9131, -2.6263, 1.6059], [-3.5596, -2.4115, 2.5768], [-1.6254, -2.8170, 1.6380], [-2.7612, -3.8048, -1.3094], [-0.2835, -2.5771, 0.2784], [-0.8636, -4.0686, 0.2936], [-2.2414, -1.8895, -1.3841], [1.4506, 3.3573, 0.6639], [0.8657, 3.1194, -0.8123], [1.8976, 3.6901, -1.6559], [3.0263, 3.6882, -0.8700], [4.1137, 3.8956, -1.3397], [2.7893, 3.4811, 0.3831], [-0.2679, 3.7665, -1.0384], [1.2712, 2.3634, 1.1238], [1.2148, 4.2074, 1.1184], [0.7969, 1.9808, -0.9616]]
}